114
Properties=species:S:1:pos:R:3:mulliken_charge:R:1 method="wB97M-V/def2-TZVPD" de_lowest_kj_mol=1732.6 total_charge=+1 e_tot_ev=-63395.853 e_homo_ev=-10.4
O -0.177 -6.648 -1.011 -0.471
C -1.121 -5.698 -1.089 0.327
O -2.428 -5.931 -0.396 -0.430
C -0.998 -4.285 -1.926 0.465
C 0.129 -4.158 -3.121 -0.519
C 0.202 -2.740 -3.939 -0.298
N -0.729 -1.585 -3.644 -0.066
C -1.819 -1.596 -2.553 0.398
C -2.710 -0.224 -2.419 -0.762
C -4.032 -0.347 -1.456 -0.528
C -5.428 -0.660 -2.288 -0.724
C -5.518 -2.285 -2.508 0.382
C -6.434 -3.191 -1.456 -0.439
C -6.530 -4.838 -1.611 -0.358
C -5.711 -5.642 -2.793 -0.444
C -4.800 -4.736 -3.858 -0.523
C -4.716 -3.080 -3.700 -0.198
C -1.970 -2.953 -1.645 -0.114
H -3.087 -5.940 -1.174 0.335
H 0.868 -5.024 -3.401 0.397
H 0.998 -2.582 -4.799 0.347
H -0.618 -0.706 -4.228 0.328
H -2.989 0.104 -3.525 0.406
H -2.004 0.607 -1.968 0.369
H -4.167 0.723 -0.944 0.353
H -3.922 -1.124 -0.588 0.243
H -6.327 -0.309 -1.585 0.322
H -5.395 -0.049 -3.287 0.327
H -7.036 -2.695 -0.560 0.243
H -7.181 -5.490 -0.851 0.294
H -5.769 -6.805 -2.914 0.462
H -4.218 -5.335 -4.683 0.313
H -4.057 -2.495 -4.483 0.312
H -2.775 -2.999 -0.781 0.197
C -7.613 -11.580 -5.750 -0.675
O -6.921 -12.265 -4.712 -0.371
C -5.635 -11.694 -4.451 -0.552
C -5.657 -10.836 -3.183 -0.481
O -6.451 -9.659 -3.368 -0.256
C -7.729 -9.772 -2.752 -0.854
H -8.648 -11.932 -5.764 0.246
H -7.617 -10.499 -5.591 0.267
H -7.151 -11.812 -6.715 0.322
H -5.279 -11.116 -5.313 0.331
H -4.943 -12.530 -4.297 0.362
H -4.637 -10.499 -2.969 0.354
H -6.008 -11.414 -2.320 0.349
H -7.623 -9.707 -1.665 0.321
H -8.229 -10.705 -3.022 0.413
H -8.349 -8.937 -3.093 0.244
C 2.477 0.723 0.986 -0.910
O 1.415 -0.052 0.441 -0.371
C 1.864 -0.935 -0.592 -0.266
C 1.978 -2.374 -0.079 -0.220
O 3.035 -2.501 0.877 -0.421
C 2.548 -2.558 2.213 -0.710
H 2.110 1.221 1.887 0.274
H 3.333 0.102 1.259 0.383
H 2.785 1.485 0.265 0.375
H 2.816 -0.591 -1.016 0.347
H 1.110 -0.904 -1.387 0.128
H 2.230 -3.027 -0.921 0.280
H 1.026 -2.719 0.341 0.247
H 2.072 -3.527 2.392 0.320
H 1.841 -1.752 2.422 0.301
H 3.399 -2.456 2.893 0.263
C 5.028 2.662 3.421 -0.882
O 3.964 1.997 4.093 -0.263
C 4.091 2.075 5.517 -0.491
C 3.136 3.119 6.101 -0.588
O 3.518 4.444 5.715 -0.380
C 2.695 4.957 4.673 -0.297
H 4.770 2.736 2.361 0.218
H 5.186 3.671 3.810 0.396
H 5.948 2.078 3.518 0.376
H 5.129 2.282 5.807 0.346
H 3.821 1.090 5.914 0.392
H 3.197 3.078 7.194 0.419
H 2.099 2.910 5.814 0.305
H 1.704 5.200 5.069 0.345
H 2.601 4.250 3.845 0.125
H 3.154 5.875 4.293 -0.022
C 1.005 8.885 -0.591 -0.784
O 1.667 9.125 0.646 -0.325
C 0.850 8.789 1.772 -0.784
C 1.274 7.450 2.383 0.405
O 0.989 6.363 1.497 -0.438
C 2.155 5.895 0.828 -0.222
H 1.740 8.971 -1.396 0.248
H 0.567 7.884 -0.628 0.342
H 0.226 9.637 -0.745 0.306
H -0.212 8.779 1.497 0.396
H 0.998 9.578 2.518 0.376
H 0.690 7.279 3.293 0.396
H 2.335 7.462 2.662 -0.363
H 2.790 5.348 1.532 -0.175
H 2.720 6.714 0.377 0.276
H 1.844 5.211 0.034 0.379
C 8.049 7.801 3.731 -0.668
O 7.916 7.567 2.334 -0.394
C 7.178 6.373 2.053 -0.639
C 5.744 6.697 1.624 -0.465
O 4.989 7.244 2.710 -0.088
C 4.843 8.655 2.607 -0.948
H 8.442 8.812 3.873 0.254
H 7.089 7.727 4.248 0.254
H 8.758 7.086 4.159 0.333
H 7.188 5.694 2.914 0.303
H 7.688 5.872 1.223 0.398
H 5.247 5.767 1.328 0.300
H 5.734 7.373 0.760 0.403
H 4.139 8.896 1.804 0.273
H 5.799 9.150 2.424 0.437
H 4.436 9.029 3.551 0.230


124
Properties=species:S:1:pos:R:3:mulliken_charge:R:1 method="wB97M-V/def2-TZVPD" total_charge=0 e_tot_ev=-255454.108 e_homo_ev=-7.9
C 3.391 -0.367 2.773 -1.003
C 2.999 0.349 1.444 -0.708
I 4.074 -0.706 -0.154 0.042
C 1.498 0.249 1.072 -0.865
I 0.803 -1.821 1.160 0.262
C 0.587 1.154 1.878 0.003
C 0.937 1.652 3.116 -0.322
C 0.009 2.449 3.799 -1.200
C -1.206 2.723 3.235 0.575
C -1.577 2.262 1.963 -0.173
C -0.648 1.473 1.309 0.155
N -2.851 2.625 1.441 0.210
C -3.062 2.208 0.073 -0.876
C -2.224 3.114 -0.856 0.525
O -1.606 4.072 -0.513 -0.447
Br -2.232 2.675 -2.786 -0.215
C -3.931 2.302 2.309 0.179
C -5.042 1.542 1.951 -0.421
C -6.071 1.282 2.840 -1.059
C -6.029 1.773 4.135 -0.289
C -4.926 2.506 4.528 0.055
Br -4.739 3.197 6.312 -0.216
C -3.903 2.770 3.630 0.524
S -2.444 3.705 4.086 -0.328
H 3.901 0.378 3.409 0.236
H 2.515 -0.725 3.323 0.520
H 4.135 -1.147 2.602 0.184
H 3.364 1.378 1.385 0.699
H 1.424 0.503 0.007 0.701
H 1.889 1.467 3.604 0.281
H 0.303 2.830 4.777 0.415
H -0.861 1.067 0.320 0.540
H -4.097 2.358 -0.271 0.166
H -2.826 1.145 -0.110 0.627
H -5.133 1.125 0.948 0.456
H -6.937 0.696 2.541 0.410
H -6.847 1.574 4.823 0.411
O -6.256 1.961 -1.986 -0.834
P -7.306 2.831 -2.664 0.929
N -8.033 3.377 -1.206 0.290
C -9.435 3.464 -0.877 -0.940
C -7.286 4.435 -0.544 -1.113
N -8.131 1.500 -3.431 0.177
C -8.969 0.604 -2.645 -1.073
C -7.230 0.709 -4.269 -1.119
N -8.268 3.988 -3.643 -0.052
C -9.556 3.659 -4.221 -0.886
C -7.438 4.642 -4.672 -1.064
H -9.923 4.346 -1.320 0.336
H -9.556 3.533 0.208 0.365
H -9.990 2.575 -1.168 0.168
H -7.501 5.419 -0.988 0.265
H -6.210 4.258 -0.622 0.248
H -7.519 4.473 0.522 0.360
H -8.505 0.305 -1.698 0.291
H -9.201 -0.300 -3.211 0.376
H -9.940 1.060 -2.440 0.271
H -6.611 0.023 -3.681 0.301
H -6.557 1.360 -4.835 0.359
H -7.802 0.129 -4.997 0.363
H -9.485 2.958 -5.058 0.293
H -10.016 4.580 -4.591 0.387
H -10.246 3.249 -3.487 0.264
H -7.173 3.948 -5.481 0.344
H -6.508 5.012 -4.228 0.336
H -7.952 5.502 -5.105 0.369
O 2.084 -4.599 -1.844 -0.804
P 1.586 -4.714 -3.272 0.882
N 3.059 -4.280 -4.038 0.178
C 3.265 -3.374 -5.141 -0.870
C 4.037 -5.354 -4.068 -1.154
N 0.434 -3.412 -3.144 0.234
C 0.888 -2.025 -3.147 -1.208
C -0.496 -3.613 -2.034 -0.990
N 0.832 -5.228 -4.816 -0.041
C 0.057 -4.336 -5.655 -0.855
C 0.095 -6.494 -4.659 -1.036
H 3.019 -3.827 -6.116 0.298
H 4.314 -3.068 -5.177 0.374
H 2.703 -2.450 -5.034 0.159
H 3.844 -6.054 -4.896 0.334
H 4.017 -5.922 -3.134 0.339
H 5.050 -4.960 -4.171 0.358
H 1.763 -1.860 -2.507 0.356
H 0.090 -1.359 -2.810 0.375
H 1.117 -1.694 -4.161 0.263
H -0.043 -3.350 -1.074 0.050
H -0.817 -4.658 -1.979 0.347
H -1.397 -3.010 -2.177 0.346
H -0.917 -4.080 -5.226 0.296
H -0.118 -4.827 -6.618 0.382
H 0.588 -3.413 -5.879 0.251
H -0.829 -6.357 -4.082 0.337
H 0.714 -7.228 -4.135 0.335
H -0.161 -6.925 -5.630 0.356
O 6.742 0.033 2.870 -0.690
P 7.980 -0.587 3.484 0.767
N 7.166 -1.568 4.633 0.257
C 7.478 -1.767 6.027 -0.895
C 6.586 -2.773 4.060 -1.223
N 8.602 0.909 4.133 0.186
C 8.001 1.500 5.321 -1.039
C 8.744 1.935 3.100 -1.100
N 9.558 -1.378 3.792 -0.048
C 10.507 -0.897 4.776 -0.871
C 10.275 -1.655 2.534 -1.049
H 8.312 -2.471 6.182 0.328
H 6.606 -2.174 6.546 0.370
H 7.706 -0.837 6.543 0.160
H 7.337 -3.570 3.951 0.299
H 6.165 -2.569 3.072 0.343
H 5.766 -3.146 4.678 0.376
H 6.904 1.491 5.295 0.263
H 8.329 2.534 5.444 0.369
H 8.342 0.991 6.224 0.275
H 7.788 2.407 2.851 0.269
H 9.151 1.504 2.181 0.363
H 9.443 2.708 3.429 0.354
H 10.995 0.037 4.482 0.288
H 11.285 -1.656 4.910 0.390
H 10.052 -0.755 5.754 0.261
H 10.658 -0.735 2.074 0.342
H 9.604 -2.137 1.816 0.332
H 11.111 -2.338 2.699 0.363